Record 1
# C25H23F3O2S

A 2-piece molecular cluster, C25H23F3O2S overall (ωB97M-V with the def2-TZVPD basis set, the Open Molecules 2025 dataset).

```
! RIJCOSX wB97M-V def2-TZVPD def2/J DEFGRID3
* xyz 0 1
C -3.6750 3.1582 -4.4562
C -3.4746 2.6268 -3.0745
C -4.3097 1.6099 -2.5960
C -4.1761 1.1402 -1.3072
C -3.2326 1.7008 -0.4051
C -3.1670 1.2774 0.9606
C -2.0002 1.4013 1.7072
C -1.8374 0.9711 3.0205
C -0.6743 1.2561 3.8031
C -0.4253 0.5819 5.0328
C 0.6762 0.8979 5.8132
C 1.5759 1.8983 5.4144
C 2.7218 2.2770 6.2984
C 1.3708 2.5464 4.1893
C 0.2753 2.2400 3.3953
C -2.3406 2.6803 -0.9327
C -2.4652 3.1246 -2.2387
H -2.9353 3.9289 -4.6887
H -3.6065 2.3595 -5.2056
H -4.6721 3.6049 -4.5604
H -5.0806 1.1913 -3.2477
H -4.7911 0.3145 -0.9568
H -4.0042 0.7146 1.3773
H -1.1164 1.8029 1.1922
H -2.6224 0.3566 3.4666
H -1.1212 -0.2009 5.3440
H 0.8514 0.3780 6.7569
H 3.3168 3.0712 5.8379
H 2.3732 2.6287 7.2786
H 3.3837 1.4227 6.4853
H 2.0816 3.3119 3.8730
H 0.1244 2.7720 2.4549
H -1.5678 3.0990 -0.2841
H -1.7836 3.8837 -2.6291
F -7.5510 2.9581 -1.1582
C -6.9788 3.3696 -0.0083
F -5.7365 3.8524 -0.2904
F -7.7086 4.3725 0.5172
S -6.8854 1.9083 1.1649
C -5.5868 2.3437 2.2258
C -5.6485 1.9063 3.5793
C -4.9605 2.6561 4.5805
C -4.9213 2.2185 5.8977
C -5.5679 1.0253 6.2580
C -6.2820 0.2945 5.2947
C -6.3539 0.7331 3.9825
O -8.1625 1.9212 1.8444
O -6.5305 0.7559 0.3561
H -5.0991 3.2835 1.9665
H -4.4884 3.5895 4.2581
H -4.3809 2.8081 6.6429
H -5.5160 0.6731 7.2875
H -6.7872 -0.6274 5.5805
H -6.9497 0.1825 3.2531
*
```

**HOMO level**: -0.2368 hartree
**Frontier orbital gap**: 4.188 eV



Record 2
# C15H22N2O3

One molecule with the formula C15H22N2O3 (ωB97M-V with the def2-TZVPD basis set, the Open Molecules 2025 dataset).

```
! RIJCOSX wB97M-V def2-TZVPD def2/J DEFGRID3
* xyz 0 1
C -6.9209 -2.0523 0.3367
C -6.2619 -0.6988 0.1559
O -6.8819 0.3352 0.0826
N -4.9000 -0.7979 0.0884
C -3.9473 0.2125 -0.0704
C -4.2831 1.5553 -0.1851
C -3.2760 2.4928 -0.3381
C -1.9499 2.1160 -0.3787
C -1.6094 0.7681 -0.2648
O -0.2719 0.4865 -0.3160
C 0.1444 -0.8551 -0.2168
C 1.6737 -0.9671 -0.3029
O 2.2094 -2.0494 -0.1854
N 2.2934 0.2005 -0.5141
C 3.7384 0.3687 -0.6178
C 4.2550 -0.4311 -1.8132
C 4.4174 -0.0252 0.7088
C 5.9305 0.1635 0.6387
C 3.8472 0.8078 1.8569
C -2.6082 -0.1798 -0.1109
H -6.5842 -2.5137 1.2629
H -6.6710 -2.7081 -0.4949
H -7.9980 -1.9203 0.3756
H -4.5132 -1.7290 0.1631
H -5.3161 1.8541 -0.1541
H -3.5350 3.5367 -0.4269
H -1.1622 2.8426 -0.4973
H -0.2754 -1.4632 -1.0298
H -0.1635 -1.2987 0.7397
H 1.7060 1.0175 -0.5727
H 3.9109 1.4362 -0.7970
H 5.2934 -0.1917 -2.0175
H 3.6661 -0.1910 -2.6961
H 4.1607 -1.4941 -1.6117
H 4.1963 -1.0799 0.8924
H 6.3689 -0.0158 1.6175
H 6.3845 -0.5294 -0.0630
H 6.1755 1.1802 0.3366
H 4.3031 0.5104 2.7980
H 4.0506 1.8657 1.6975
H 2.7722 0.6702 1.9438
H -2.3689 -1.2290 -0.0199
*
```

**HOMO level**: -0.3126 hartree
**Frontier orbital gap**: 9.050 eV



Record 3
# C43H50CeCl2N5S

C43H50CeCl2N5S as an isolated structure (ωB97M-V with the def2-TZVPD basis set, the Open Molecules 2025 dataset).

```
! RIJCOSX wB97M-V def2-TZVPD def2/J DEFGRID3
* xyz 0 2
Ce -0.2293 0.2997 -0.6872
C 1.6768 -1.5614 -1.7440
C 1.9363 -0.3103 -2.3523
C 2.5093 0.5345 -1.3490
C 2.5083 -0.1905 -0.1397
C 2.0613 -1.5130 -0.3605
C 2.1409 -2.6942 0.6294
C 3.3818 -3.5418 0.3888
C 0.9390 -3.5971 0.4615
C 2.1081 -2.1822 2.0804
C 3.1588 1.9645 -1.4967
C 3.2679 2.5626 -0.1010
C 4.6273 1.8557 -1.9187
C 2.3376 2.8449 -2.3903
C 1.8225 -0.2200 -3.9683
C 3.2718 -0.1235 -4.5225
C 0.9590 0.9641 -4.5701
C 1.1504 -1.5466 -4.4465
H 1.3499 -2.4826 -2.2572
H 2.8290 0.2153 0.7896
H 3.2791 -4.0081 -0.5671
H 3.4372 -4.2652 1.2318
H 4.3194 -2.9303 0.3262
H 0.8193 -3.9521 -0.5415
H 0.0173 -3.0146 0.6251
H 0.9314 -4.3853 1.1685
H 2.9469 -1.5360 2.2829
H 2.1305 -2.9497 2.8173
H 1.1818 -1.6327 2.2773
H 3.8790 1.8540 0.5111
H 2.3324 2.6339 0.4124
H 3.6457 3.5723 -0.1159
H 5.1694 1.2349 -1.1705
H 5.0398 2.8357 -1.8665
H 4.8026 1.4743 -2.9368
H 1.3000 2.9951 -2.0404
H 2.2399 2.5171 -3.3948
H 2.7719 3.8974 -2.3001
H 3.7026 0.8562 -4.2717
H 3.3529 -0.1969 -5.5936
H 3.9676 -0.9038 -4.1101
H 1.6111 1.7650 -4.8359
H 0.1354 1.3644 -4.0193
H 0.6576 0.6107 -5.5502
H 1.8193 -2.3934 -4.2913
H 1.0145 -1.4775 -5.5293
H 0.1639 -1.7428 -4.0479
C -5.7884 -1.2350 4.2389
C -4.3861 -0.9844 3.6709
C -3.5582 0.0139 4.2100
C -2.3619 0.3394 3.5934
C -1.8747 -0.3074 2.4191
N -0.7446 0.2119 1.7390
C 0.0519 1.1329 2.4645
C 0.7854 0.6941 3.5909
C 1.6578 1.5040 4.2708
C 2.0260 2.7526 3.8829
C 3.0327 3.5881 4.5517
C 1.1899 3.2506 2.8758
C 0.2501 2.4850 2.1863
N -0.5289 3.1547 1.2110
C -1.2233 4.2943 1.3538
C -1.6522 4.7081 0.1075
C -1.2008 3.6635 -0.7439
N -0.4665 2.7884 -0.0735
C -2.6603 -1.3488 1.9527
C -3.8915 -1.6815 2.5909
N -2.3354 -2.1997 0.8633
C -2.5815 -3.5159 0.8119
C -2.4089 -3.8993 -0.4918
C -1.9395 -2.7850 -1.1819
N -1.9490 -1.7420 -0.3425
H -6.5460 -1.1065 3.4887
H -6.0493 -0.4970 5.0191
H -5.8917 -2.2996 4.6109
H -3.7953 0.5664 5.0937
H -1.7781 1.0922 4.1158
H 0.5244 -0.2927 3.9634
H 2.1487 1.0510 5.0747
H 3.1788 4.4671 3.9970
H 4.0095 3.0496 4.6176
H 2.7639 3.8205 5.6258
H 1.3826 4.2561 2.5272
H -1.3292 4.8024 2.3786
H -2.4272 5.4798 -0.1820
H -1.4428 3.4318 -1.7923
H -4.5507 -2.3852 2.1227
H -2.9647 -3.9798 1.6605
H -2.4829 -4.9530 -0.8538
H -1.5750 -2.7388 -2.1986
Cl -3.3809 1.2550 -0.2465
C -3.9850 -0.0235 -1.3598
C -4.8792 -0.9226 -0.8721
C -5.3616 -1.9766 -1.6564
C -4.7918 -2.1289 -2.9080
C -3.8666 -1.1905 -3.3435
Cl -3.0545 -1.5126 -4.8223
C -3.3712 -0.1137 -2.6075
S -1.8798 0.7491 -3.0169
H -5.2133 -0.7833 0.1370
H -6.1579 -2.6198 -1.2505
H -5.1500 -2.8803 -3.5896
*
```

**HOMO level (alpha / beta)**: -0.2699 / -0.2700 hartree
**Frontier orbital gap (alpha / beta)**: 7.858 / 7.862 eV
**Expectation value of S²**: 0.7508



Record 4
# C37H35F40IN2O7P

A 6-piece molecular cluster, C37H35F40IN2O7P overall (ωB97M-V with the def2-TZVPD basis set, the Open Molecules 2025 dataset).

```
! RIJCOSX wB97M-V def2-TZVPD def2/J DEFGRID3
* xyz 1 1
C -1.1713 -2.4103 -0.4489
C -1.7233 -2.2437 -1.5059
C -2.2093 -1.8477 -2.8431
N -3.6687 -1.6044 -2.8859
C -4.6218 -1.9194 -1.9624
C -5.8150 -1.5008 -2.5126
P -7.3262 -1.8051 -1.5138
C -8.8591 -1.1644 -2.3118
O -7.1132 -0.7880 -0.1979
N -5.5204 -0.9433 -3.7335
C -6.5189 -0.3436 -4.6217
C -6.0507 1.1206 -4.9452
C -5.5524 1.8865 -3.9510
C -4.2086 -1.0349 -3.9700
C -3.3904 -0.6164 -5.1716
C -4.1099 -0.8780 -6.5436
O -4.6249 -1.9195 -6.7463
I -4.0129 0.7329 -7.9670
H -0.5480 -2.4718 0.4286
H -1.9589 -2.5862 -3.6206
H -1.7207 -0.9081 -3.1497
H -4.4584 -2.4050 -1.0046
H -9.7713 -1.5152 -1.8059
H -8.9170 -0.0574 -2.3287
H -8.9501 -1.4866 -3.3653
H -7.6517 -1.1413 0.5259
H -7.5184 -0.2429 -4.1885
H -6.5034 -0.9192 -5.5582
H -6.1836 1.4961 -5.9620
H -4.5880 2.3960 -4.0896
H -6.0775 2.0007 -2.9906
H -2.4156 -1.1168 -5.2499
H -3.1876 0.4669 -5.0870
C 2.4684 -0.2251 2.5977
C 2.7287 0.9746 3.5430
C 3.3647 0.6467 4.8962
F 2.5856 -0.1577 5.6439
F 3.5412 1.7878 5.6049
F 1.5763 1.6661 3.7069
F 3.5839 1.8163 2.9008
O 1.1312 -0.7404 2.5737
C 0.7456 -1.6921 3.5073
C -0.3841 -1.1870 4.4064
F -0.0087 -0.0920 5.0975
F -0.7262 -2.1321 5.3110
F 1.8044 -2.1261 4.2049
F 0.2919 -2.7585 2.7986
H 2.6211 0.1463 1.5865
H 3.2099 -1.0157 2.7139
H 4.3417 0.1730 4.7670
H -1.2643 -0.9315 3.8156
C -6.2820 -1.6200 4.9983
C -7.3495 -2.6264 4.5200
C -6.9276 -4.0947 4.4274
F -5.9351 -4.2839 3.5355
F -7.9755 -4.8437 4.0097
F -7.8588 -2.2010 3.3330
F -8.3687 -2.5677 5.4157
O -5.6027 -0.8652 3.9941
C -4.4802 -1.4095 3.3950
C -4.6676 -1.6171 1.8957
F -5.6824 -2.4626 1.6399
F -3.5483 -2.1660 1.3586
F -4.1048 -2.5329 4.0271
F -3.4788 -0.5172 3.5836
H -6.8249 -0.8647 5.5671
H -5.5883 -2.0621 5.7129
H -6.6059 -4.4737 5.4010
H -4.8753 -0.6697 1.3927
C -2.4617 3.4811 5.4855
C -2.1838 4.6666 6.4323
C -1.6209 4.3293 7.8152
F -2.4700 3.5748 8.5385
F -1.4181 5.4703 8.5147
F -3.3043 5.4132 6.5433
F -1.2594 5.4518 5.8117
O -3.8107 3.0174 5.3919
C -4.2743 2.0784 6.3019
C -5.4319 2.6121 7.1474
F -5.0587 3.6889 7.8595
F -5.8381 1.6650 8.0263
F -3.2604 1.6093 7.0470
F -4.7205 1.0289 5.5690
H -2.2460 3.8536 4.4839
H -1.7606 2.6596 5.6367
H -0.6638 3.8065 7.7339
H -6.2761 2.8934 6.5136
C 7.1193 -0.4543 -2.2742
C 8.1577 -0.5861 -1.1413
C 7.8728 -1.6292 -0.0578
F 6.7380 -1.3621 0.6218
F 8.8774 -1.6335 0.8487
F 8.3627 0.6298 -0.5883
F 9.3331 -0.9427 -1.7302
O 6.1734 0.6133 -2.1701
C 5.0058 0.4228 -1.4526
C 4.9122 1.3722 -0.2575
F 5.9302 1.1874 0.5998
F 3.7630 1.1463 0.4345
F 4.8674 -0.8678 -1.0964
F 3.9844 0.6938 -2.2989
H 7.6941 -0.2064 -3.1667
H 6.6360 -1.4034 -2.5062
H 7.7999 -2.6322 -0.4870
H 4.9283 2.4144 -0.5817
C 9.1468 1.8520 -7.7680
C 10.5244 1.9006 -8.4608
C 10.9796 0.6307 -9.1842
F 11.1160 -0.4120 -8.3431
F 12.1911 0.8378 -9.7502
F 11.4536 2.2965 -7.5651
F 10.4529 2.8844 -9.4005
O 9.1295 1.6190 -6.3588
C 9.1396 0.3192 -5.8804
C 10.3823 0.0207 -5.0388
F 11.5051 0.1764 -5.7604
F 10.3502 -1.2621 -4.6083
F 8.9733 -0.5525 -6.8875
F 8.0399 0.1964 -5.0881
H 8.7357 2.8565 -7.8691
H 8.4434 1.2063 -8.2938
H 10.2778 0.3563 -9.9770
H 10.4329 0.6853 -4.1729
*
```

**HOMO level**: -0.4230 hartree
**Frontier orbital gap**: 8.214 eV



Record 5
# C5H4FN2O2

An isolated ion of composition C5H4FN2O2 and charge -1 (ωB97M-V with the def2-TZVPD basis set, the Open Molecules 2025 dataset).

```
! RIJCOSX wB97M-V def2-TZVPD def2/J DEFGRID3
* xyz -1 1
O -3.4700 0.6596 -0.0682
C -2.4472 -0.0017 -0.4136
O -2.3246 -0.8611 -1.2785
C -1.0758 0.4324 0.4408
F -1.3596 0.5792 1.8053
C -0.6658 1.7900 -0.3411
N 0.5221 1.9793 -0.7594
N 1.6112 1.2890 -0.2956
C 1.4043 0.0727 0.0239
C 0.0480 -0.5391 0.1748
H -1.4053 2.3300 -0.6860
H 2.2360 -0.4982 0.2591
H -0.0188 -1.1072 -0.8429
H -0.0255 -1.2466 0.8865
*
```

**HOMO level**: -0.1697 hartree
**Frontier orbital gap**: 8.388 eV



Record 6
# C7H7ClF2N3O6SSi

A 2-piece molecular cluster, C7H7ClF2N3O6SSi overall (ωB97M-V with the def2-TZVPD basis set, the Open Molecules 2025 dataset).

```
! RIJCOSX wB97M-V def2-TZVPD def2/J DEFGRID3
* xyz -1 1
O 2.2005 -3.4573 -0.7280
C 0.9643 -3.4677 -0.7143
F 0.3114 -4.2671 0.2907
N 0.0621 -2.7246 -1.6057
C 0.1766 -3.1491 -3.0067
O 1.2165 -3.4044 -3.6270
F -1.0741 -3.2830 -3.7091
Si 0.2097 -0.9378 -1.4329
Cl 0.2910 0.0919 -3.3146
C -1.2283 -0.1858 -0.4289
C -0.9685 -0.0674 1.1519
S -0.0771 1.4897 1.6662
C 1.7132 1.1275 1.2846
N 2.2659 -0.1030 1.7730
N 3.5531 -0.0967 1.3009
C 3.7858 1.1150 0.5454
O 2.5936 1.9352 0.5182
H 1.5247 -0.6873 -0.8035
H -2.1603 -0.8659 -0.5576
H -1.5193 0.8169 -0.9118
H -2.0098 -0.0074 1.6506
H -0.4207 -0.9523 1.6218
H 4.7188 1.4437 -0.0099
C -3.1720 3.6833 2.1274
O -2.8144 2.9089 1.1931
O -3.5468 4.9010 1.6460
O -3.2290 3.5065 3.3571
H -3.3669 4.6374 0.7231
*
```

**HOMO level**: -0.1739 hartree
**Frontier orbital gap**: 6.416 eV



Record 7
# C4H9N4O

A 2-piece molecular cluster, C4H9N4O overall (ωB97M-V with the def2-TZVPD basis set, the Open Molecules 2025 dataset).

```
! RIJCOSX wB97M-V def2-TZVPD def2/J DEFGRID3
* xyz 1 1
C -0.1365 1.2611 0.8510
C -0.0954 -1.2227 0.5330
C 0.6775 0.0658 0.7680
C -1.9895 0.0569 -0.1575
N -1.4265 1.3016 0.5346
N -1.3036 -1.0118 -0.1613
N -3.1261 0.2590 -0.7269
N 2.8632 0.1330 -0.6751
O 0.3299 -2.2833 0.7289
H 0.3175 2.1928 1.1866
H 1.6826 0.0135 0.1218
H 1.1226 -0.0169 1.7623
H -1.4237 -1.7872 -0.7739
H -3.5601 1.1338 -0.7389
H -3.7939 -0.5229 -0.8268
H 3.0648 0.5144 -1.6446
H 3.3591 -0.8062 -0.7622
H 3.4382 0.7193 -0.0190
*
```

**HOMO level**: -0.4974 hartree
**Frontier orbital gap**: 9.567 eV



Record 8
# C36H28BCl5N6Ru

C36H28BCl5N6Ru as an isolated structure (ωB97M-V with the def2-TZVPD basis set, the Open Molecules 2025 dataset).

```
! RIJCOSX wB97M-V def2-TZVPD def2/J DEFGRID3
* xyz 1 6
Ru -0.1653 -1.6423 -0.7097
C 1.8248 3.1839 0.2879
C 1.3211 2.1200 -0.6174
C 1.6385 1.9310 -1.9671
C 0.9623 0.7961 -2.3729
N 0.2677 0.3140 -1.3208
N 0.4741 1.1449 -0.2536
B -0.1121 0.5599 1.0570
N -0.7297 1.5312 1.9864
N -0.7896 2.8521 1.6688
C -1.4103 3.4372 2.6753
C -1.7756 2.4871 3.6639
C -1.3361 1.2825 3.1858
C -1.4648 -0.0907 3.7578
C -1.6414 4.8915 2.6733
C -1.8548 5.5746 3.8674
C -2.0605 6.9455 3.8651
C -2.0537 7.6481 2.6689
C -1.8438 6.9729 1.4740
C -1.6415 5.6026 1.4747
N 0.9109 -0.4174 1.7030
N 0.9534 -1.6281 1.0803
C 1.9654 -2.3386 1.6140
C 2.5826 -1.5662 2.5877
C 1.8883 -0.3507 2.6127
C 2.1292 0.8354 3.4825
C 2.2359 -3.6916 1.1154
C 3.5442 -4.1129 0.8946
C 3.7860 -5.3630 0.3482
C 2.7259 -6.1986 0.0216
C 1.4207 -5.7904 0.2572
C 1.1747 -4.5419 0.8061
C 0.9113 0.0786 -3.6527
C 2.0634 -0.0753 -4.4208
C 2.0249 -0.8219 -5.5865
C 0.8366 -1.4152 -5.9959
C -0.3194 -1.2443 -5.2475
C -0.2848 -0.4975 -4.0798
H 2.7658 3.5707 -0.0989
H 1.1007 3.9947 0.3522
H 1.9721 2.8116 1.2994
H 2.2638 2.5702 -2.5670
H -0.9962 -0.2756 0.6124
H -2.3220 2.6590 4.5755
H -2.2102 -0.0883 4.5498
H -1.7763 -0.8111 2.9994
H -0.5240 -0.4429 4.1871
H -1.8468 5.0339 4.8058
H -2.2235 7.4667 4.7992
H -2.2155 8.7178 2.6669
H -1.8474 7.5162 0.5380
H -1.4969 5.0678 0.5447
H 3.4031 -1.8518 3.2236
H 3.1221 1.2427 3.2872
H 1.3901 1.6187 3.3344
H 2.1062 0.5302 4.5293
H 4.3683 -3.4505 1.1288
H 4.8036 -5.6843 0.1711
H 2.9186 -7.1732 -0.4066
H 0.5942 -6.4499 0.0262
H 0.1577 -4.2397 1.0291
H 2.9937 0.3678 -4.0876
H 2.9241 -0.9483 -6.1742
H 0.8104 -1.9995 -6.9063
H -1.2527 -1.6806 -5.5809
H -1.1931 -0.3351 -3.5107
Cl 1.9895 -3.1836 -2.4203
C 0.3773 -3.6952 -2.8091
C -0.6352 -3.1348 -2.0581
C -1.9459 -3.4314 -2.3647
Cl -3.1403 -2.6031 -1.4160
C -2.2740 -4.2991 -3.3943
Cl -3.9102 -4.6458 -3.7552
C -1.2308 -4.8727 -4.1368
Cl -1.5983 -5.9406 -5.4197
C 0.1062 -4.5684 -3.8515
Cl 1.3819 -5.2307 -4.7808
*
```

**HOMO level (alpha / beta)**: -0.3828 / -0.3833 hartree
**Frontier orbital gap (alpha / beta)**: 8.080 / 4.867 eV
**Expectation value of S²**: 8.7676



Record 9
# C15H22NO4

C15H22NO4 as an isolated structure (ωB97M-V with the def2-TZVPD basis set, the Open Molecules 2025 dataset).

```
! RIJCOSX wB97M-V def2-TZVPD def2/J DEFGRID3
* xyz 1 1
C -3.9628 4.5172 -1.7283
O -4.1805 3.2990 -0.9700
C -3.1393 2.7091 -0.3152
C -3.3914 1.4445 0.2895
C -2.3389 0.6842 0.7652
C -1.0076 1.1619 0.6472
C 0.0878 0.2170 0.9850
O 1.3677 0.6854 1.1619
C 1.8537 0.7940 2.5209
C -0.7645 2.4580 0.1718
C -1.8157 3.2484 -0.2841
H -4.9197 4.6781 -2.2243
H -3.7415 5.3547 -1.0514
H -3.1642 4.4068 -2.4776
H -4.4347 1.0903 0.3286
H -2.5022 -0.2911 1.2422
H -0.1992 -0.6357 1.5760
H 2.5950 1.6069 2.4577
H 0.9378 1.0400 3.0926
H 2.3107 -0.1698 2.8126
H 0.2633 2.8483 0.2071
H -1.6162 4.2645 -0.6430
C 3.6976 -3.4836 1.9105
O 3.2721 -2.9573 0.6496
C 2.1700 -2.2261 0.7998
C 1.7328 -1.6494 -0.5085
C 1.6619 -2.6996 -1.5908
C 0.3696 -2.4214 -2.3413
C -0.3891 -1.3310 -1.5667
N 0.4057 -1.0319 -0.3690
O 1.5927 -2.0743 1.8749
H 4.6324 -3.9733 1.6617
H 3.8354 -2.6586 2.6193
H 2.9503 -4.1918 2.2870
H 2.4539 -0.8343 -0.7451
H 2.5517 -2.6046 -2.2185
H 1.6581 -3.7043 -1.1500
H 0.5957 -2.0944 -3.3609
H -0.2295 -3.3351 -2.4268
H -0.5227 -0.4443 -2.1972
H -1.3702 -1.6763 -1.2745
H 0.6943 -0.0203 -0.6178
*
```

**HOMO level**: -0.4382 hartree
**Frontier orbital gap**: 8.622 eV



| no. | molecular weight (g/mol) | strongest force on any atom (eV/Å) |
| --- | --- | --- |
| 1 | 444.52 | 1.6 |
| 2 | 278.35 | 0.8 |
| 3 | 880.00 | 2.7 |
| 4 | 1537.49 | 2.5 |
| 5 | 143.10 | 7.1 |
| 6 | 362.75 | 6.3 |
| 7 | 129.14 | 6.8 |
| 8 | 833.81 | 0.1 |
| 9 | 280.34 | 5.2 |